Molecular formula: C6H23NO4
Method: DFT, ωB97M-V/def2-TZVPD

XYZ file:
```
34
Properties=species:S:1:pos:R:3:forces:R:3:mulliken_charge:R:1
C -1.0593 1.7761 -2.7013 -2.3552 1.5375 -2.1270 -1.2765
C -1.0704 0.4890 -1.9208 -3.4409 -0.2266 -1.0217 -0.6728
C -0.1202 0.4489 -0.7917 0.4514 -4.6060 -0.3203 0.5273
C 1.0457 -0.4685 -1.4312 -4.5657 -2.0400 4.6401 -1.8416
N 1.4295 -1.3741 -0.3823 2.6848 -0.2755 2.1027 0.5298
C 1.1881 -2.8121 -0.5216 -2.6014 0.1002 1.1439 -0.9188
C 2.7967 -1.0650 0.0207 1.8638 0.2082 -2.4216 -1.3321
H -1.7372 2.6111 -2.2564 1.7079 -1.2413 -0.3981 0.2506
H -0.0591 2.0811 -2.9633 0.5748 0.5814 0.6405 0.3583
H -1.4682 1.7188 -3.7852 0.1526 -0.4882 1.7101 0.3397
H -0.9397 -0.3713 -2.6333 -0.0018 0.8427 0.7263 0.3799
H -2.0969 0.2774 -1.5036 0.6003 0.5621 -0.6175 0.3026
H -0.6520 -0.2179 0.1058 1.9116 2.0713 -2.1925 -0.0272
H 0.3112 1.3795 -0.5011 -0.1360 0.5201 0.3403 0.2292
H 0.7866 -1.0696 -2.2460 -1.5133 -0.8922 -1.2589 0.5560
H 1.7664 0.0420 -1.8408 4.5081 3.2767 -1.4017 0.6992
H 1.9385 -3.4844 -0.0142 -0.2533 0.8098 -1.4468 0.2757
H 0.7842 -2.9698 -1.5514 1.1271 -0.7506 0.5132 0.2635
H 0.2656 -3.0590 0.1172 0.9018 0.2440 -0.7484 0.2615
H 3.3939 -1.8325 0.4930 -0.5909 -0.4100 0.7572 0.4139
H 3.0374 -0.0959 0.4893 -0.8479 -0.2300 0.2402 0.3734
H 3.3703 -0.9780 -0.9537 -0.0011 0.1034 0.6918 0.3866
O 1.2574 -0.4089 3.2228 0.0890 -0.0384 -3.5593 -0.6847
H 1.3220 -0.5995 2.2155 -0.6695 -0.9677 1.9834 0.2802
H 1.7232 0.4100 3.0513 0.4629 0.9708 1.3036 0.3549
O -0.5846 1.7926 1.6325 -4.0979 -1.6283 2.0036 -0.5587
H -0.2490 1.0220 2.0797 0.5532 -0.1197 0.0886 0.2430
H 0.0682 2.2803 1.2726 3.5214 2.2914 -1.6436 0.2753
O -3.7586 1.5989 1.4599 0.0069 -1.3779 -3.9550 -0.6550
H -3.3701 1.2149 0.5839 -1.9137 1.0663 1.5003 0.3664
H -2.9085 1.5509 1.8351 1.7865 0.5406 2.2277 0.2963
O -2.3051 0.2894 3.3585 -0.2578 0.2791 0.4415 -0.6654
H -2.7357 -0.2862 2.7277 -0.0840 -0.2660 -0.1189 0.3286
H -1.3703 0.1095 3.3324 0.4264 -0.4474 0.1762 0.3408
```
Forces are in eV/Å.

Output
Kohn-Sham gap: 0.3201 Ha
multiplicity: 1
SMILES: CCCCN(C)C.O.O.O.O
ΔE to the lowest compared entry with this formula, charge and spin: 5.112 eV
E_LUMO: 0.00714 Ha
maximum force: 6.8 eV/A